1.
Entry from OMol25: 17 unconnected molecules or ions with the total composition C27H80BBrI2N3O19P (ωB97M-V/def2-TZVPD).

Element x y z (Å)
C (2.828, 5.673, 2.415)
O (1.686, 5.374, 3.309)
C (1.420, 3.926, 3.388)
C (-0.184, 3.568, 3.635)
C (-0.514, 2.108, 2.963)
C (-1.325, 2.162, 1.541)
C (-0.650, 3.466, 0.730)
N (-0.100, 4.500, 0.136)
C (-0.982, 0.875, 0.542)
I (-0.070, 1.263, -1.459)
C (-1.208, -0.555, 0.864)
C (-0.781, -1.772, -0.200)
I (-2.127, -1.191, 2.738)
C (-2.920, 2.519, 1.647)
C (-3.061, 4.173, 1.427)
N (-3.232, 5.451, 1.253)
B (-3.835, 1.874, 0.397)
N (-4.333, 2.793, -0.746)
O (-4.209, 0.452, 0.284)
P (-3.735, 2.167, 3.335)
O (-4.046, 3.751, 4.078)
Br (-5.789, 1.220, 3.158)
H (2.727, 5.150, 1.366)
H (3.812, 5.329, 2.988)
H (2.828, 6.852, 2.249)
H (2.052, 3.427, 4.269)
H (1.820, 3.411, 2.395)
H (-0.912, 4.433, 3.333)
H (-0.302, 3.428, 4.813)
H (0.546, 1.615, 2.719)
H (-0.989, 1.442, 3.796)
H (-1.185, -1.591, -1.285)
H (-1.294, -2.783, 0.172)
H (0.375, -1.947, -0.128)
H (-5.070, 3.442, -0.389)
H (-3.532, 3.295, -1.189)
H (-3.882, 0.097, -0.607)
H (-4.797, 3.622, 4.759)
C (-3.058, -5.397, -0.109)
O (-1.823, -4.761, -0.380)
H (-3.867, -4.794, -0.526)
H (-3.068, -6.387, -0.573)
H (-3.193, -5.488, 0.971)
H (-1.124, -5.319, 0.001)
C (3.633, 2.132, 0.216)
O (4.237, 2.585, 1.414)
H (2.575, 2.403, 0.227)
H (4.120, 2.606, -0.640)
H (3.728, 1.045, 0.147)
H (5.175, 2.330, 1.375)
C (-6.680, -0.373, -2.687)
O (-6.852, 0.225, -1.415)
H (-7.534, -1.023, -2.892)
H (-6.624, 0.405, -3.452)
H (-5.763, -0.968, -2.690)
H (-6.079, 0.795, -1.261)
C (4.767, 5.513, -1.426)
O (4.383, 6.190, -0.243)
H (5.601, 4.845, -1.198)
H (3.924, 4.926, -1.800)
H (5.080, 6.241, -2.178)
H (3.641, 6.774, -0.476)
C (-8.544, -1.599, 3.942)
O (-8.236, -0.314, 4.452)
H (-9.544, -1.883, 4.275)
H (-8.519, -1.573, 2.850)
H (-7.817, -2.324, 4.317)
H (-7.343, -0.089, 4.141)
C (1.238, 2.506, 7.203)
O (0.462, 1.594, 6.448)
H (1.414, 3.404, 6.605)
H (0.699, 2.778, 8.114)
H (2.197, 2.047, 7.457)
H (0.323, 0.809, 7.004)
C (2.278, -5.876, -0.032)
O (0.919, -6.162, 0.243)
H (2.602, -5.045, 0.599)
H (2.888, -6.756, 0.186)
H (2.387, -5.596, -1.083)
H (0.660, -6.902, -0.331)
C (-3.917, 9.656, 0.838)
O (-3.347, 8.639, 0.034)
H (-4.306, 10.445, 0.190)
H (-4.735, 9.238, 1.430)
H (-3.151, 10.072, 1.497)
H (-3.011, 7.953, 0.636)
C (-3.836, -0.309, -5.370)
O (-4.007, 0.290, -4.099)
H (-4.690, -0.958, -5.576)
H (-3.780, 0.469, -6.136)
H (-2.919, -0.904, -5.373)
H (-3.235, 0.860, -3.944)
C (-0.672, 5.188, -3.805)
O (0.330, 4.365, -3.236)
H (-0.838, 4.880, -4.840)
H (-1.600, 5.076, -3.240)
H (-0.343, 6.230, -3.785)
H (0.456, 4.661, -2.318)
C (5.464, -7.285, -1.155)
O (5.293, -6.686, 0.116)
H (4.610, -7.934, -1.361)
H (5.520, -6.507, -1.921)
H (6.381, -7.880, -1.158)
H (6.065, -6.116, 0.271)
C (7.101, -4.768, -3.934)
O (7.723, -5.342, -2.799)
H (6.228, -4.197, -3.610)
H (7.804, -4.100, -4.438)
H (6.783, -5.560, -4.616)
H (8.494, -5.842, -3.118)
C (-10.899, 1.947, 5.278)
O (-10.277, 1.373, 6.413)
H (-11.772, 2.518, 5.603)
H (-10.196, 2.615, 4.775)
H (-11.217, 1.155, 4.596)
H (-9.506, 0.873, 6.095)
C (8.150, -7.758, -6.417)
O (8.754, -7.306, -5.219)
H (7.092, -7.487, -6.406)
H (8.637, -7.284, -7.273)
H (8.245, -8.845, -6.485)
H (9.691, -7.560, -5.257)
C (7.553, -10.655, -1.749)
O (6.145, -10.595, -1.610)
H (7.825, -10.323, -2.753)
H (8.021, -9.999, -1.011)
H (7.891, -11.684, -1.603)
H (5.933, -10.896, -0.710)
C (3.829, 1.387, -4.028)
O (3.445, 2.064, -2.846)
H (4.663, 0.719, -3.801)
H (2.986, 0.800, -4.403)
H (4.142, 2.115, -4.780)
H (2.703, 2.648, -3.079)

For the HOMO energy, the calculation gives -8.97 eV. The molecular weight comes out at 1126.44 u.

***

2.
Entry from OMol25: a molecular structure, C6H9O4Sm (ωB97M-V/def2-TZVPD).

Element x y z (Å)
O (1.324, -2.110, -2.549)
C (0.282, -1.459, -2.255)
O (0.044, -0.370, -2.847)
O (-0.296, -1.775, -1.107)
C (0.218, -1.358, 0.170)
Sm (1.881, -0.941, -4.879)
H (0.982, -0.668, -0.216)
H (0.517, -2.366, 0.494)
C (-0.975, -1.290, 1.503)
C (-0.912, 0.141, 1.723)
H (-1.909, -1.681, 1.082)
H (-0.642, -1.869, 2.375)
H (-1.861, 0.652, 1.918)
C (0.111, 0.860, 1.135)
C (-0.120, 2.318, 0.836)
O (0.907, 2.789, -0.022)
H (1.169, 0.625, 1.296)
H (-0.115, 2.886, 1.782)
H (-1.112, 2.459, 0.374)
H (0.506, 3.159, -0.812)

The spin multiplicity is 8. For the HOMO energy (alpha / beta), the calculation gives -5.57 / -8.16 eV. The expectation value of S² is 15.756. The molecular weight comes out at 295.49 u.

***

3.
Entry from OMol25: a molecular structure, C14H37CrN2O5 (ωB97M-V/def2-TZVPD).

Element x y z (Å)
Cr (-0.424, 0.025, 0.486)
C (-4.325, -0.595, -0.976)
C (-3.407, 0.609, -1.101)
O (-2.069, 0.374, -0.762)
H (-3.798, -1.514, -1.232)
H (-5.178, -0.518, -1.650)
H (-4.650, -0.643, 0.063)
H (-3.794, 1.395, -0.453)
H (-3.563, 0.955, -2.123)
C (1.043, 4.140, 1.640)
C (-0.249, 3.254, 1.790)
O (-0.225, 2.016, 1.118)
H (1.914, 3.672, 2.098)
H (0.921, 5.045, 2.234)
H (1.296, 4.308, 0.593)
H (-1.161, 3.773, 1.493)
H (-0.337, 3.112, 2.867)
C (3.269, -2.292, 1.784)
C (2.392, -1.112, 2.219)
O (1.283, -0.767, 1.459)
H (2.699, -3.140, 1.403)
H (3.968, -2.566, 2.574)
H (3.915, -1.999, 0.956)
H (3.089, -0.294, 2.397)
H (2.033, -1.356, 3.219)
C (-2.896, -2.123, 3.373)
C (-1.756, -1.879, 2.354)
C (-1.754, -2.648, 1.053)
O (-0.761, -2.113, 0.121)
C (-0.707, -2.874, -1.096)
N (-1.685, -0.445, 2.098)
H (-3.848, -1.770, 2.976)
H (-2.685, -1.486, 4.232)
H (-2.847, -3.152, 3.729)
H (-0.864, -2.280, 2.835)
H (-2.757, -2.528, 0.642)
H (-1.688, -3.709, 1.293)
H (-0.356, -3.880, -0.864)
H (0.003, -2.484, -1.825)
H (-1.626, -2.923, -1.679)
H (-1.370, -0.147, 3.010)
H (-2.643, -0.138, 2.193)
C (2.757, 1.423, -0.877)
C (1.485, 1.152, -1.718)
C (1.770, 1.051, -3.277)
O (2.343, 2.224, -3.755)
C (2.752, 1.998, -5.058)
N (0.775, -0.061, -1.326)
H (2.473, 1.984, 0.013)
H (3.493, 2.052, -1.377)
H (3.289, 0.541, -0.521)
H (0.827, 2.004, -1.546)
H (0.865, 0.980, -3.880)
H (2.392, 0.162, -3.389)
H (3.460, 1.202, -5.286)
H (3.287, 2.936, -5.209)
H (1.905, 1.999, -5.743)
H (1.469, -0.789, -1.408)
H (0.257, -0.161, -2.187)

The spin multiplicity is 4. For the HOMO energy (alpha / beta), the calculation gives -7.66 / -7.45 eV. The expectation value of S² is 3.771. The molecular weight comes out at 365.45 u.

***

Q: The highest molecular weight belongs to which entry?
A: C27H80BBrI2N3O19P